Entry 1:
The following is a DFT calculation (ωB97M-V with the def2-TZVPD basis set) of a 2-piece molecular cluster, C6H12N3O overall.

```
22
Properties=species:S:1:pos:R:3:forces:R:3
C 1.72161 -1.88639 0.86461 -0.05 -1.72 0.55
C 0.46716 -1.55101 1.07512 0.22 1.22 0.32
C 0.34347 -0.49832 -0.99447 -1.39 1.16 0.87
C 2.31691 -1.71957 -0.46188 4.62 -1.70 -0.42
C -0.54222 2.25606 0.37167 3.29 1.12 0.56
C -2.68680 1.08179 -0.04694 -1.59 -1.01 -2.79
N -0.17217 -0.72908 0.14939 -1.38 -0.64 0.82
N 1.56419 -0.96116 -1.36843 -2.35 0.35 -0.18
N -1.51337 1.29454 0.68789 0.47 -0.12 1.01
O 1.86066 -0.99110 -2.55820 0.85 0.34 -2.09
H 2.15683 -2.51105 1.64443 0.53 0.19 -0.51
H 0.02186 -1.77119 2.03067 -0.56 0.12 -0.09
H -0.30549 0.17179 -1.56848 1.13 -0.37 -0.95
H 3.32476 -1.17533 -0.40030 -1.03 -0.80 0.07
H 2.61389 -2.72010 -1.05102 -0.77 1.82 1.55
H -0.47831 2.59676 -0.67132 -0.14 -0.86 0.08
H -0.66302 3.24613 0.89100 -0.24 -0.94 0.17
H 0.49047 1.79891 0.76886 -2.07 1.32 -1.10
H -3.28281 0.17351 0.18345 0.83 0.52 0.45
H -3.39829 1.92106 -0.02516 0.34 0.17 0.34
H -2.45827 0.97538 -1.17463 0.02 0.26 1.67
H -1.38107 0.99838 1.65376 -0.74 -0.43 -0.33
```
Forces are in eV/Å.

As for the total charge: +1. As for the total energy: -12921.9337 eV. The energy above the lowest of the compared OMol25 structures with the same formula, charge and spin is 174.9 kcal/mol. The value obtained for the orbital gap (spin up / spin down) is 0.311 / 0.188 hartree. As for the largest force on an atom: 4.94 eV Å⁻¹.

Mulliken population analysis, charges in e, atoms 1 to 6: -0.421, -0.316, -0.269, -0.317, -0.800, -0.753

***

Entry 2:
The following is a DFT calculation (ωB97M-V with the def2-TZVPD basis set) of an isolated ion of composition C6H12N3O and charge +1.

```
22
Properties=species:S:1:pos:R:3:forces:R:3
C -0.78097 -1.33914 -0.86847 -0.15 -0.93 -0.74
C -2.22303 0.36518 -0.14567 -2.10 -0.49 0.96
C -3.40087 0.28273 0.50627 1.21 -0.95 -0.42
C -1.42787 1.61545 -0.34185 1.55 -1.40 0.14
C -0.04659 1.41378 0.20006 0.21 1.06 0.69
C 2.30056 1.45121 0.05712 1.17 2.16 1.63
N -1.86529 -0.63421 -0.97197 2.20 -2.49 -0.65
N 0.32954 -1.29617 -0.04007 -1.37 1.10 -0.13
N 1.15256 -2.48590 -0.23362 -0.73 1.31 0.87
O 1.02324 1.84264 -0.40612 -3.64 -1.25 1.14
H -0.80086 -2.17734 -1.62069 0.33 0.38 0.40
H -4.05335 -0.60619 0.54226 0.72 0.51 -0.36
H -3.66214 1.06994 1.12294 -0.75 1.58 1.11
H -1.49000 1.76161 -1.38878 0.45 0.80 -1.08
H -1.94387 2.34463 0.20053 -0.40 1.68 1.00
H -0.06763 1.01608 1.28620 0.85 0.37 -1.83
H 2.67807 0.87515 -0.72777 1.13 -0.50 -1.20
H 2.31947 0.87901 0.95865 -0.70 -0.55 0.61
H 2.83898 2.40542 0.32611 -0.24 -1.08 -0.92
H 2.06575 -2.24030 -0.55715 0.61 0.28 -1.55
H 0.60228 -3.10051 -0.85947 0.87 -0.59 0.56
H 1.44874 -2.77691 0.70871 -1.24 -1.00 -0.22
```
Forces are in eV/Å.

As for the total charge: +1. As for the total energy: -12922.5137 eV. The energy above the lowest of the compared OMol25 structures with the same formula, charge and spin is 161.5 kcal/mol. The value obtained for the orbital gap (spin up / spin down) is 0.247 / 0.247 hartree. As for the largest force on an atom: 4.02 eV Å⁻¹.

Mulliken population analysis, charges in e, atoms 1 to 6: -0.068, 0.753, -1.082, -0.675, 0.237, -0.658

***

Entry 3:
The following is a DFT calculation (ωB97M-V with the def2-TZVPD basis set) of an isolated ion of composition C6H12N3O and charge +1.

```
22
Properties=species:S:1:pos:R:3:forces:R:3
C -1.73400 1.03322 2.25157 -0.84 -2.32 3.88
O -0.88673 2.09378 1.98279 0.18 0.74 0.29
C -0.13681 2.21091 0.91937 0.29 -1.03 -3.38
N 0.20514 1.39536 -0.02648 1.00 -1.92 -1.06
C 0.38090 -0.15797 -0.33041 -1.51 3.09 0.49
C 1.40956 -0.65898 0.65796 2.75 3.88 -0.78
C -0.96630 -0.98237 -0.52070 1.84 -0.65 1.51
N -0.46905 -1.44986 -1.79738 0.53 -1.57 -2.99
C 0.63951 -0.74704 -1.87322 -1.04 1.73 2.56
N 1.59387 -0.63997 -2.73584 1.57 0.00 -2.25
H -2.82131 1.36813 2.24043 1.51 -0.34 0.03
H -1.41548 0.66989 3.37845 -1.25 1.04 -2.57
H -1.63571 0.06945 1.72219 0.31 0.85 -0.53
H 0.10633 3.27256 0.67888 -0.04 -0.76 0.72
H 1.30376 -0.16252 1.63392 -0.49 -0.74 -0.21
H 2.50858 -0.26268 0.37602 -2.46 -0.81 0.19
H 1.47757 -1.67359 0.64439 0.10 -3.01 0.47
H -0.96650 -1.82097 0.17144 -0.60 0.11 0.29
H -1.82861 -0.35263 -0.48212 -0.66 0.05 -0.48
H -0.71833 -2.23203 -2.49358 -0.03 1.67 1.75
H 2.18233 0.18842 -2.77560 -0.16 -0.06 0.90
H 1.77126 -1.16111 -3.62205 -1.00 0.05 1.19
```
Forces are in eV/Å.

As for the total charge: +1. As for the total energy: -12924.5352 eV. The energy above the lowest of the compared OMol25 structures with the same formula, charge and spin is 114.9 kcal/mol. The value obtained for the orbital gap is 0.358 hartree. As for the largest force on an atom: 4.82 eV Å⁻¹. Its SMILES is CO/C=N\[C@@]1(C)CNC1=[NH2+].

Mulliken population analysis, charges in e, atoms 1 to 6: -0.455, -0.333, 0.184, -0.515, 1.081, -1.384

***

Entry 4:
The following is a DFT calculation (ωB97M-V with the def2-TZVPD basis set) of a 2-piece molecular cluster, C6H12N3O overall.

```
22
Properties=species:S:1:pos:R:3:forces:R:3
C 0.95949 -1.14881 0.18748 -5.16 1.42 4.04
C 2.40968 -0.08079 -2.58485 0.30 2.14 -5.41
C -0.90861 -0.15708 0.36827 -0.41 -1.90 -0.11
C -1.55454 -0.70341 -0.88707 -0.59 -0.24 -1.97
C -1.39270 -0.77265 1.67222 2.87 0.72 2.04
C 0.21581 1.87095 1.37224 -1.01 -0.60 2.58
N 1.37751 -1.04724 -0.90077 3.56 -0.18 -8.02
N 1.39712 -0.68588 -2.18142 -0.54 -0.83 2.65
N -0.54480 1.13133 0.34878 1.06 2.08 0.07
O 1.07709 -1.47088 1.29544 2.32 -1.61 2.59
H 2.52452 0.30634 -3.71167 -0.94 -1.31 2.50
H 3.21308 0.25855 -2.03257 1.56 0.08 1.73
H -1.43368 -0.03488 -1.84223 0.02 -1.20 1.83
H -2.65795 -0.81590 -0.74442 0.77 0.25 0.03
H -1.21429 -1.76834 -1.14791 -0.32 1.56 0.40
H -1.73625 0.09848 2.25284 -0.34 -0.68 0.15
H -0.54125 -1.30006 2.36590 -1.94 1.61 -1.75
H -2.09873 -1.55301 1.58414 -1.08 -0.44 -0.49
H -0.40202 2.19167 2.28363 0.52 -0.92 -1.25
H 1.07656 1.31390 1.75246 -0.25 -0.41 0.01
H 0.65002 2.80302 1.10145 -0.07 0.68 -1.35
H -0.41604 1.56469 -0.55195 -0.33 -0.24 -0.26
```
Forces are in eV/Å.

As for the multiplicity: 3. As for the total charge: +1. As for the total energy: -12920.5175 eV. The energy above the lowest of the compared OMol25 structures with the same formula, charge and spin is 90.8 kcal/mol. As for the expectation value of S²: 2.015. The value obtained for the orbital gap (spin up / spin down) is 0.266 / 0.242 hartree. As for the largest force on an atom: 8.77 eV Å⁻¹.

Mulliken population analysis, charges in e, atoms 1 to 6: 0.617, -0.211, 0.947, -1.381, -1.338, -0.949

***

Entry 5:
The following is a DFT calculation (ωB97M-V with the def2-TZVPD basis set) of a 2-piece molecular cluster, C6H12N3O overall.

```
22
Properties=species:S:1:pos:R:3:forces:R:3
C -0.14983 -0.24015 -0.70473 2.18 3.84 -5.52
C -0.50596 -0.93981 0.37347 -0.45 -2.43 7.70
C 1.56430 -0.26189 1.48637 3.53 2.45 -2.26
C 0.97933 0.68256 -0.66384 -0.96 -2.45 -1.28
C -0.81429 -0.36380 -2.06314 -0.94 -0.56 0.63
C -1.67528 -1.73415 0.81479 -0.22 0.17 -0.40
N 0.38952 -0.79147 1.52897 -4.33 -1.94 -1.17
N 1.85274 0.56900 0.38097 -0.08 -0.49 1.08
N 0.11376 2.44049 -0.14598 -2.60 -0.57 0.79
O 2.46069 -0.42156 2.24565 0.95 -0.58 2.11
H 1.30565 1.01780 -1.64342 0.27 0.07 0.37
H -1.96075 -0.51192 -2.09538 1.86 0.30 0.39
H -0.37427 -1.28012 -2.49756 -0.23 0.14 -0.07
H -0.51707 0.46957 -2.70026 -0.17 -0.09 0.03
H -2.67378 -1.32894 0.83379 -0.24 0.91 -0.21
H -1.50481 -2.10387 1.80178 0.14 -0.15 0.68
H -1.77902 -2.59900 0.22863 -0.12 -1.39 -1.09
H 0.26645 -1.35284 2.37122 -0.36 0.01 -0.43
H 2.83286 0.80746 0.50195 -0.17 0.38 -1.05
H 1.01812 2.68769 0.08275 1.82 1.38 0.51
H -0.45389 2.27735 0.68766 0.26 0.25 -0.32
H -0.37448 2.97760 -0.82370 -0.14 0.75 -0.48
```
Forces are in eV/Å.

As for the multiplicity: 3. As for the total charge: +1. As for the total energy: -12924.2102 eV. The energy above the lowest of the compared OMol25 structures with the same formula, charge and spin is 5.6 kcal/mol. As for the expectation value of S²: 2.007. The value obtained for the orbital gap (spin up / spin down) is 0.264 / 0.257 hartree. As for the largest force on an atom: 8.09 eV Å⁻¹.

Mulliken population analysis, charges in e, atoms 1 to 6: 0.917, 0.264, 0.267, -0.390, -1.397, -1.341

***

> The lowest largest force on an atom belongs to which entry?

number 2